(1)
The following is a DFT calculation (ωB97M-V with the def2-TZVPD basis set) of a molecular structure, C45H53Cl3InN6O5S2Si in a non-equilibrium geometry.

As for the charge: -1. The calculation puts the energy above the lowest of the compared OMol25 structures with the same formula, charge and spin at 219.82 kJ/mol.

Last column: Löwdin charge in e.
Atoms and positions in Å:
In (0.6934, 0.4353, 0.3895)  0.8372
C (-1.7383, -5.8976, -3.3285)  -0.0431
C (-2.5325, -5.3681, -2.1270)  -0.5574
C (-3.9891, -5.1815, -2.5511)  -0.0675
C (-2.4855, -6.3921, -0.9846)  -0.0400
C (-1.9017, -4.0671, -1.6442)  -0.1546
C (-0.5796, -4.0484, -1.2098)  0.0048
C (-0.0337, -2.8662, -0.7518)  -0.1518
N (-0.7091, -1.7244, -0.6921)  0.0561
C (-1.9667, -1.7168, -1.1224)  -0.2201
C (-2.5895, -2.8637, -1.6052)  0.0391
C (-2.6765, -0.4041, -1.0487)  -0.1920
C (-4.0453, -0.2828, -1.2819)  0.0553
C (-4.6643, 0.9532, -1.1802)  -0.1530
C (-3.8555, 2.0352, -0.8388)  -0.0016
C (-2.5094, 1.8287, -0.6148)  -0.1218
N (-1.9270, 0.6398, -0.7167)  0.0638
C (-6.1609, 1.1521, -1.3960)  -0.5583
C (-6.7874, 1.6236, -0.0763)  -0.0395
C (-6.3801, 2.2158, -2.4799)  -0.0465
C (-6.8573, -0.1361, -1.8347)  -0.0663
H (-2.1811, -6.8286, -3.6871)  0.0843
H (-0.6998, -6.0973, -3.0667)  0.0790
H (-1.7456, -5.1755, -4.1463)  0.0922
H (-4.3940, -6.1399, -2.8788)  0.0844
H (-4.0801, -4.4805, -3.3826)  0.0868
H (-4.6052, -4.8247, -1.7243)  0.0877
H (-2.9440, -7.3292, -1.3059)  0.0846
H (-3.0262, -6.0227, -0.1121)  0.0921
H (-1.4617, -6.6040, -0.6784)  0.0799
H (0.0269, -4.9433, -1.2181)  0.1149
H (0.9906, -2.8295, -0.4019)  0.0851
H (-3.6105, -2.8150, -1.9458)  0.0922
H (-4.6249, -1.1602, -1.5159)  0.0936
H (-4.2644, 3.0295, -0.7232)  0.1128
H (-1.8635, 2.6467, -0.3222)  0.1068
H (-6.3313, 2.5493, 0.2745)  0.0803
H (-6.6576, 0.8710, 0.7026)  0.0917
H (-7.8562, 1.8005, -0.2105)  0.0852
H (-5.9673, 3.1812, -2.1885)  0.0766
H (-7.4483, 2.3478, -2.6597)  0.0841
H (-5.9087, 1.9160, -3.4172)  0.0919
H (-6.7837, -0.9134, -1.0730)  0.0870
H (-6.4395, -0.5209, -2.7665)  0.0887
H (-7.9165, 0.0656, -2.0009)  0.0850
Cl (-2.3681, -2.7387, 2.1592)  0.2686
Si (-1.0262, -1.3789, 3.0154)  -0.6268
Cl (0.8325, -2.1610, 2.4199)  0.2509
Cl (-0.9875, -1.7935, 5.0466)  0.2988
O (1.8094, -0.4319, -2.0707)  -0.1418
N (1.4021, -0.1789, -3.1934)  0.0751
C (0.0734, 1.7142, 4.0905)  -0.0723
C (-1.3156, 1.4545, 3.4967)  -0.5786
C (-1.7385, 2.7269, 2.7524)  -0.0479
C (-1.2473, 0.2825, 2.5030)  -0.4161
C (-2.3654, 1.2289, 4.5969)  -0.2174
C (-2.1197, 1.4600, 5.9456)  -0.0576
C (-3.0997, 1.2405, 6.9084)  -0.0953
C (-4.3576, 0.7978, 6.5397)  -0.1111
C (-4.6253, 0.5791, 5.1931)  -0.0896
C (-3.6425, 0.7902, 4.2431)  -0.0536
H (0.7791, 1.8346, 3.2672)  0.0591
H (0.4063, 0.8781, 4.7094)  0.0716
H (0.0984, 2.6232, 4.6979)  0.0793
H (-1.0311, 2.9327, 1.9505)  0.0506
H (-1.7602, 3.5815, 3.4340)  0.0915
H (-2.7375, 2.6110, 2.3278)  0.0749
H (-1.9995, 0.3360, 1.7157)  0.0072
H (-1.1453, 1.7984, 6.2672)  0.0985
H (-2.8690, 1.4121, 7.9527)  0.0952
H (-5.1183, 0.6168, 7.2881)  0.0913
H (-5.6018, 0.2268, 4.8847)  0.0950
H (-3.8560, 0.5842, 3.2013)  0.1081
S (7.9536, -0.8149, 1.8102)  0.9608
C (6.1914, -0.7056, 1.5372)  -0.5140
C (5.5583, -1.5720, 0.6587)  -0.0628
C (4.1964, -1.4233, 0.4551)  -0.1288
N (3.4733, -0.4765, 1.0424)  0.0015
C (4.0835, 0.3409, 1.8918)  -0.1424
C (5.4350, 0.2552, 2.1899)  -0.0700
C (8.5091, 0.3347, 0.5550)  -0.5224
C (8.6870, -0.0481, -0.7639)  -0.0646
C (9.1508, 0.9014, -1.6679)  -0.1484
N (9.4670, 2.1461, -1.3275)  0.0745
C (9.2756, 2.5017, -0.0632)  -0.1574
C (8.7943, 1.6436, 0.9133)  -0.1012
H (6.1131, -2.3441, 0.1457)  0.1076
H (3.6712, -2.0642, -0.2429)  0.1089
H (3.4605, 1.1025, 2.3499)  0.1048
H (5.8961, 0.9393, 2.8886)  0.1035
H (8.4686, -1.0566, -1.0852)  0.1104
H (9.2730, 0.6475, -2.7120)  0.1018
H (9.5222, 3.5277, 0.1860)  0.0988
H (8.6623, 1.9775, 1.9334)  0.0943
C (1.5586, 4.7475, 1.0259)  -0.1566
O (0.9283, 3.5179, 0.7366)  -0.2548
H (0.9924, 5.6015, 0.6422)  0.0765
H (2.5734, 4.7943, 0.6191)  0.0711
H (1.6177, 4.8354, 2.1096)  0.0766
N (0.9814, 2.7236, -2.0684)  0.1370
C (2.0286, 2.1374, -2.5242)  -0.3472
C (3.3088, 2.2876, -1.8502)  -0.0297
C (4.4172, 1.7375, -2.3629)  -0.0065
C (4.4150, 1.0222, -3.6425)  -0.2292
C (3.2829, 0.7886, -4.2978)  -0.0323
C (1.9626, 1.1600, -3.6851)  -0.2270
S (6.0008, 0.5127, -4.3568)  0.4077
O (6.9755, 1.0339, -3.4105)  -0.3660
O (6.0146, 1.1472, -5.6618)  -0.3502
O (5.9173, -0.9382, -4.3924)  -0.3562
H (0.1640, 2.5180, -2.6437)  0.0666
H (0.8817, 3.4044, -0.2304)  -0.0087
H (3.3189, 2.8577, -0.9302)  0.1031
H (5.3760, 1.8264, -1.8701)  0.1093
H (3.2874, 0.2859, -5.2550)  0.1237
H (1.2544, 1.5008, -4.4453)  0.1408

=====

(2)
The following is a DFT calculation (ωB97M-V with the def2-TZVPD basis set) of a molecular structure, C45H54BN10O2Sn in a non-equilibrium geometry.

As for the charge: +3.

Last column: Löwdin charge in e.
Atoms and positions in Å:
Sn (0.3323, -0.3417, 0.4421)  1.4822
C (1.1221, 2.9505, 1.7350)  -0.1084
C (1.4112, 3.1577, 0.2471)  -0.0901
C (1.1495, 1.5858, -1.8149)  -0.1950
C (1.3226, 1.9726, -3.1300)  -0.0007
C (1.9759, 1.1202, -4.0120)  0.0147
C (2.4532, -0.0952, -3.5493)  -0.0157
C (2.2011, -0.4357, -2.2345)  -0.1140
N (1.5417, 0.3674, -1.3886)  0.0200
N (1.1856, 1.6238, 2.3782)  -0.1303
C (2.5077, 1.3880, 2.9758)  -0.1194
C (3.1870, 0.1017, 2.5773)  -0.2615
C (4.1933, -0.4101, 3.3773)  0.0157
C (5.0280, -1.3926, 2.8643)  -0.0039
C (4.8297, -1.8202, 1.5642)  -0.0171
C (3.7604, -1.2994, 0.8601)  -0.1366
N (2.9347, -0.3674, 1.3478)  0.0329
C (0.1622, 1.5791, 3.4479)  -0.0974
C (-1.0958, 0.7864, 3.2353)  -0.2458
C (-2.1724, 1.0583, 4.0633)  0.0120
C (-3.2467, 0.1879, 4.0845)  0.0044
C (-3.2042, -0.9422, 3.2821)  -0.0114
C (-2.1190, -1.1194, 2.4543)  -0.1038
N (-1.0741, -0.2642, 2.4107)  0.0337
H (0.1047, 3.3067, 1.8544)  0.1068
H (1.7462, 3.6684, 2.2875)  0.1501
H (3.2244, 3.9380, 0.6315)  0.1735
H (1.1960, 4.2133, 0.1497)  0.1086
H (0.9813, 2.9468, -3.4479)  0.1295
H (2.1280, 1.4158, -5.0429)  0.1360
H (2.9931, -0.7755, -4.1943)  0.1300
H (2.5490, -1.3794, -1.8370)  0.0983
H (2.4882, 1.4864, 4.0616)  0.1358
H (3.1755, 2.1890, 2.6503)  0.1168
H (4.3541, -0.0102, 4.3707)  0.1324
H (5.8338, -1.7957, 3.4637)  0.1309
H (5.4735, -2.5596, 1.1079)  0.1259
H (3.5477, -1.6561, -0.1391)  0.0990
H (-0.1196, 2.5931, 3.7430)  0.1406
H (0.6166, 1.1363, 4.3360)  0.1421
H (-2.1482, 1.9256, 4.7111)  0.1348
H (-4.0953, 0.3798, 4.7291)  0.1334
H (-4.0035, -1.6697, 3.2837)  0.1292
H (-2.0798, -1.9717, 1.7976)  0.1011
C (-1.3917, 3.1078, -2.3509)  -0.0560
N (-0.3120, 3.5069, -1.4572)  -0.1825
C (-0.3142, 4.9339, -1.1554)  -0.0505
C (0.4073, 2.4550, -0.7663)  -0.3350
N (-0.4847, 1.4389, -0.1664)  -0.0690
C (-1.7919, 1.7275, 0.2848)  -0.2415
C (-2.1537, 2.9457, 0.8162)  -0.0404
C (-3.4597, 3.2187, 1.2603)  -0.0422
C (-4.4066, 2.2457, 1.2106)  -0.0156
C (-4.0974, 0.9686, 0.6749)  -0.1540
C (-5.1131, -0.0130, 0.6428)  -0.0164
C (-4.8644, -1.2523, 0.1314)  -0.0396
C (-3.6008, -1.5348, -0.4076)  -0.0330
C (-2.5936, -0.5975, -0.4423)  -0.2554
N (-1.3424, -0.9751, -1.0459)  0.0615
C (-1.4085, -1.5609, -2.2445)  -0.3530
N (-0.4490, -2.4130, -2.6855)  -0.1217
C (-0.0686, -2.4839, -4.0970)  -0.0302
C (0.2785, -3.3045, -1.8022)  -0.0154
N (-2.4207, -1.3388, -3.1248)  -0.1363
C (-3.1679, -0.0953, -3.2029)  -0.0097
C (-3.0156, -2.4336, -3.8890)  -0.0229
C (-2.7964, 0.6905, 0.1624)  -0.0631
N (2.9248, 3.2985, -0.1063)  -0.0889
C (3.1446, 4.0660, -1.3864)  0.0454
C (3.9326, 2.1885, -0.0799)  0.0409
H (-1.2899, 3.6056, -3.3192)  0.1061
H (-2.3782, 3.3426, -1.9476)  0.1056
H (-1.3366, 2.0386, -2.5166)  0.0631
H (-1.0645, 5.3925, -1.7953)  0.1109
H (0.6219, 5.4467, -1.3884)  0.0750
H (-0.6038, 5.1924, -0.1299)  0.0896
H (-1.4348, 3.7474, 0.8604)  0.0787
H (-3.6973, 4.2001, 1.6505)  0.1212
H (-5.4135, 2.4305, 1.5632)  0.1273
H (-6.0908, 0.2392, 1.0351)  0.1292
H (-5.6347, -2.0131, 0.1240)  0.1235
H (-3.4077, -2.5206, -0.8157)  0.1319
H (-0.4062, -1.5969, -4.6251)  0.1009
H (-0.4785, -3.3679, -4.5865)  0.0993
H (1.0183, -2.5412, -4.1619)  0.0854
H (-0.3745, -3.6302, -1.0021)  0.0891
H (1.1827, -2.8580, -1.3748)  0.0646
H (0.5831, -4.1847, -2.3666)  0.1191
H (-2.5927, 0.7022, -2.7539)  0.0617
H (-4.1343, -0.1613, -2.6969)  0.1042
H (-3.3403, 0.1386, -4.2541)  0.1102
H (-2.5393, -3.3781, -3.6443)  0.0949
H (-2.9428, -2.2571, -4.9633)  0.1039
H (-4.0737, -2.5065, -3.6258)  0.1050
H (2.3545, 4.7939, -1.5242)  0.0857
H (3.1626, 3.3673, -2.2140)  0.0946
H (4.1053, 4.5698, -1.3114)  0.1241
H (4.0142, 1.7769, 0.9107)  0.0726
H (4.8837, 2.6253, -0.3755)  0.1221
H (3.6411, 1.4122, -0.7745)  0.0852
O (-0.5202, -3.3194, 1.1178)  0.0899
B (0.5541, -2.4632, 1.1383)  -0.6376
O (1.7247, -3.0965, 1.4481)  0.1362
C (1.3743, -4.4413, 1.6132)  -0.1684
C (2.1866, -5.5059, 1.9228)  0.0317
C (1.5538, -6.7434, 2.0042)  -0.0423
C (0.1827, -6.8808, 1.7955)  -0.0418
C (-0.6258, -5.7864, 1.4979)  0.0326
C (0.0211, -4.5768, 1.4136)  -0.1824
H (3.2470, -5.3912, 2.1010)  0.1288
H (2.1413, -7.6194, 2.2424)  0.1208
H (-0.2666, -7.8619, 1.8679)  0.1210
H (-1.6933, -5.8822, 1.3533)  0.1316

=====

(3)
The following is a DFT calculation (ωB97M-V with the def2-TZVPD basis set) of 7 unconnected molecules or ions with the total composition C45H54F6NO4P2 in a non-equilibrium geometry.

As for the charge: +1. The calculation puts the energy above the lowest of the compared OMol25 structures with the same formula, charge and spin at 151.88 kJ/mol.

Last column: Löwdin charge in e.
Atoms and positions in Å:
C (-2.5556, 4.6380, 1.0089)  -0.0830
C (-1.6030, 4.3611, -0.2060)  -0.2474
C (-0.1290, 4.1178, 0.1982)  -0.1562
C (0.1172, 2.7091, 0.8439)  -0.1984
O (-1.1479, 1.9765, 0.8314)  -0.2824
P (-0.9860, 0.3456, 1.0066)  1.0139
C (-1.1874, -0.3917, -0.6972)  -0.2983
N (-0.2302, 0.2199, -1.6270)  -0.0088
C (-2.4203, -0.2404, 2.0280)  -0.2183
C (-3.1531, 0.8942, 2.8212)  -0.2445
C (-4.6056, 1.1618, 2.2456)  -0.0722
C (0.5642, -0.1903, 1.8766)  -0.2446
P (1.3093, -1.7536, 1.2260)  0.5480
O (0.5186, -2.9788, 1.5834)  -0.2862
O (1.5699, -1.7257, -0.4054)  -0.1506
O (2.8214, -1.8378, 1.9461)  -0.1562
H (-3.1556, 5.5555, 0.8698)  0.0787
H (-3.2268, 3.7742, 1.1825)  0.0474
H (-1.9948, 4.7843, 1.9539)  0.0780
H (-1.6528, 5.2518, -0.8628)  0.1128
H (-2.0329, 3.5315, -0.8129)  0.0794
H (0.5037, 4.1755, -0.7123)  0.1102
H (0.2678, 4.8920, 0.8787)  0.1176
H (0.5151, 2.7806, 1.8770)  0.1275
H (0.8455, 2.1368, 0.2321)  0.1041
H (-1.1435, -1.4964, -0.6824)  0.1052
H (-2.2100, -0.0835, -1.0270)  0.1114
H (-0.4503, 0.0092, -2.5902)  0.0767
H (-0.1262, 1.2100, -1.4628)  0.0482
H (-2.0555, -0.9988, 2.7458)  0.1000
H (-3.1204, -0.7306, 1.3246)  0.0940
H (-3.3083, 0.5979, 3.8719)  0.0747
H (-2.6185, 1.8575, 2.8497)  0.0910
H (-4.7840, 0.5536, 1.3433)  0.0684
H (-4.7295, 2.2183, 1.9508)  0.0608
H (-5.3373, 0.9458, 3.0435)  0.0778
H (0.2839, -0.4031, 2.9300)  0.0982
H (1.3597, 0.5797, 1.9323)  0.0533
H (2.4799, -1.9425, -0.6294)  0.0842
H (3.4518, -2.0064, 1.2374)  0.0807
F (3.6762, 1.2443, 1.1738)  0.0287
C (3.9879, 1.6905, 2.4168)  -0.2949
C (4.1300, 3.0493, 2.6321)  -0.0221
C (4.4425, 3.5030, 3.9074)  -0.0712
C (4.6176, 2.5945, 4.9459)  -0.0805
C (4.4755, 1.2319, 4.7124)  -0.0668
C (4.1539, 0.7753, 3.4404)  -0.0259
H (3.9978, 3.7408, 1.8090)  0.1173
H (4.5501, 4.5638, 4.0912)  0.1104
H (4.8651, 2.9506, 5.9377)  0.1081
H (4.6152, 0.5249, 5.5197)  0.1116
H (4.0309, -0.2799, 3.2399)  0.0930
F (-4.2757, 1.4508, 5.8325)  0.0400
C (-4.3528, 0.6222, 6.8988)  -0.2828
C (-3.6134, -0.5468, 6.9030)  -0.0286
C (-3.6904, -1.3942, 8.0007)  -0.0791
C (-4.5114, -1.0676, 9.0733)  -0.0870
C (-5.2517, 0.1083, 9.0521)  -0.0721
C (-5.1693, 0.9629, 7.9608)  -0.0141
H (-2.9848, -0.7884, 6.0545)  0.1027
H (-3.1113, -2.3082, 8.0193)  0.1069
H (-4.5735, -1.7310, 9.9263)  0.1055
H (-5.8938, 0.3601, 9.8859)  0.1095
H (-5.7321, 1.8871, 7.9304)  0.1194
F (0.2849, -1.5034, -4.7972)  0.0361
C (0.6907, -2.7838, -4.6427)  -0.2815
C (0.9295, -3.2645, -3.3689)  -0.0268
C (1.3405, -4.5813, -3.2055)  -0.0765
C (1.5173, -5.3958, -4.3185)  -0.0850
C (1.2782, -4.8960, -5.5936)  -0.0671
C (0.8569, -3.5827, -5.7585)  -0.0137
H (0.7934, -2.6105, -2.5165)  0.0806
H (1.5229, -4.9717, -2.2120)  0.1066
H (1.8416, -6.4207, -4.1909)  0.1058
H (1.4197, -5.5289, -6.4598)  0.1110
H (0.6577, -3.1798, -6.7435)  0.1165
F (1.4742, 1.2725, -10.7787)  0.0646
C (2.0343, 0.6631, -9.7217)  -0.2887
C (3.3952, 0.4145, -9.7265)  -0.0145
C (3.9736, -0.2117, -8.6304)  -0.0809
C (3.1851, -0.5900, -7.5493)  -0.0961
C (1.8183, -0.3378, -7.5607)  -0.0889
C (1.2381, 0.2976, -8.6513)  -0.0144
H (3.9909, 0.7094, -10.5808)  0.1190
H (5.0384, -0.4052, -8.6193)  0.1055
H (3.6379, -1.0823, -6.6971)  0.0995
H (1.2055, -0.6355, -6.7216)  0.0761
H (0.1769, 0.5101, -8.6753)  0.1167
F (3.6930, -8.4952, 4.2711)  0.0655
C (3.2800, -7.2759, 3.8896)  -0.2886
C (4.1746, -6.2214, 3.9114)  -0.0180
C (3.7458, -4.9616, 3.5116)  -0.0836
C (2.4293, -4.7686, 3.1052)  -0.1083
C (1.5421, -5.8381, 3.0936)  -0.0745
C (1.9689, -7.1014, 3.4827)  -0.0132
H (5.1930, -6.3891, 4.2382)  0.1175
H (4.4392, -4.1289, 3.5179)  0.0980
H (2.0941, -3.7835, 2.7961)  0.0394
H (0.5171, -5.6868, 2.7806)  0.1028
H (1.2940, -7.9478, 3.4720)  0.1180
F (-3.2784, 3.2300, -2.4697)  0.0286
C (-3.0437, 3.6603, -3.7305)  -0.2823
C (-1.7690, 4.0699, -4.0780)  -0.0267
C (-1.5273, 4.5068, -5.3742)  -0.0762
C (-2.5627, 4.5380, -6.3008)  -0.0853
C (-3.8390, 4.1276, -5.9346)  -0.0718
C (-4.0822, 3.6804, -4.6426)  -0.0146
H (-0.9769, 4.0460, -3.3394)  0.1036
H (-0.5329, 4.8231, -5.6610)  0.1080
H (-2.3735, 4.8827, -7.3093)  0.1063
H (-4.6455, 4.1560, -6.6554)  0.1099
H (-5.0679, 3.3491, -4.3417)  0.1189

=====

| no. | HOMO-LUMO gap (Eh) |
| --- | --- |
| 1 | 0.2125 |
| 2 | 0.2481 |
| 3 | 0.2972 |